One molecule with the formula C6H12O2 at a distorted geometry, computed with the ωB97M-V functional and the def2-TZVPD basis.

Results
- highest occupied orbital energy (Eh) = -0.3283
- SMILES = CC[C@](C)(O)CC=O
- ΔE to the lowest compared entry with this formula, charge and spin (kcal/mol) = 47.6
- E (eV) = -10510.2443

```
20
C6H12O2, DFT the ωB97M-V functional and the def2-TZVPD basis
C 0.439 -0.221 -0.088
C 0.041 1.083 0.467
C -1.144 -0.930 -0.429
C 1.254 -0.168 -1.369
C -2.210 -0.800 0.639
C 1.517 1.947 0.754
O 1.063 -1.013 0.884
O 2.022 2.764 0.002
H 1.388 -1.827 0.465
H 2.023 1.730 1.727
H -0.507 1.720 -0.224
H -0.398 1.039 1.464
H -1.521 -0.561 -1.387
H -0.897 -1.988 -0.571
H 2.259 0.216 -1.166
H 1.366 -1.168 -1.800
H 0.785 0.487 -2.108
H -1.805 -1.020 1.631
H -2.640 0.207 0.655
H -3.035 -1.498 0.454
```

Löwdin population analysis, charges in e, atoms 1 to 6: -0.58, -0.08, -0.16, -0.03, -0.13, -0.17